#P
C2H3NO3 | ωB97M-V with the def2-TZVPD basis set

Structure (ORCA input):
```
! wB97M-V def2-TZVPD RIJCOSX def2/J DEFGRID3
* xyz 0 1
C -1.2149 0.7346 0.8027
C -0.7473 0.6312 -0.6227
N 0.2007 -1.0110 -0.3492
O -2.1952 0.3373 1.4409
O -0.5368 1.1646 -1.6299
O 1.5825 -0.8125 -0.5710
H -0.2775 1.1898 1.2236
H 0.2944 -0.9796 0.6708
H 1.7582 -0.8184 -1.5140
*
```

Frontier orbital gap (spin up / spin down)   8.64 / 8.64 eV
HOMO (spin up / spin down)   -9.06 / -9.06 eV

Results of the Mulliken charge analysis, in e, for atoms 1 through 2: C 0.031; C 0.639

#Q
C2H3NO3 | ωB97M-V with the def2-TZVPD basis set

Structure (ORCA input):
```
! wB97M-V def2-TZVPD RIJCOSX def2/J DEFGRID3
* xyz 0 1
O -2.0182 -0.2088 0.0578
C -0.8058 -0.0212 -0.0294
N -0.0911 1.0773 0.1921
O 1.2242 0.8050 -0.1973
C 1.2954 -0.6072 0.2423
O 0.1258 -1.0573 -0.2314
H -0.6655 1.8694 -0.3280
H 2.0213 -1.0431 -0.4825
H 1.6895 -0.9085 1.1557
*
```

Frontier orbital gap   10.90 eV
HOMO   -10.23 eV

Results of the Mulliken charge analysis, in e, for atoms 1 through 2: O -0.562; C 0.516

#R
C2H3NO3 | ωB97M-V with the def2-TZVPD basis set

Structure (ORCA input):
```
! wB97M-V def2-TZVPD RIJCOSX def2/J DEFGRID3
* xyz 0 1
C 1.3330 -0.0128 -0.1050
C -0.4404 0.9028 0.0029
N -0.4268 -0.4828 -0.5756
O 2.4242 -0.4639 -0.0948
O 0.9002 1.2344 0.0253
O -1.1252 -1.3957 0.1970
H -1.0530 1.5878 -0.4802
H -0.8835 0.8930 0.9483
H -0.7284 -2.2628 0.0821
*
```

Frontier orbital gap   9.81 eV
HOMO   -9.22 eV

Results of the Mulliken charge analysis, in e, for atoms 1 through 2: C 0.612; C -0.338

#S
C2H3NO3 | ωB97M-V with the def2-TZVPD basis set

Structure (ORCA input):
```
! wB97M-V def2-TZVPD RIJCOSX def2/J DEFGRID3
* xyz 0 1
O -2.0453 -1.4190 0.0721
C -1.4471 -0.8342 -0.8235
O -0.2108 -0.2385 -0.6168
C 0.2051 -0.0704 0.6706
N 1.2257 0.6801 0.9543
O 1.8628 1.2813 -0.1181
H -1.6776 -0.8835 -1.8603
H -0.3127 -0.6525 1.3777
H 2.4000 2.1368 0.3441
*
```

Frontier orbital gap   10.45 eV
HOMO   -9.80 eV

Results of the Mulliken charge analysis, in e, for atoms 1 through 2: O -0.484; C 0.206

Top of the stability list: #S, leading by 15.4 kJ/mol.

#P
C2H3NO3 | ωB97M-V with the def2-TZVPD basis set

Structure (ORCA input):
```
! wB97M-V def2-TZVPD RIJCOSX def2/J DEFGRID3
* xyz 0 1
C -0.0523 1.0729 0.0416
C -1.7063 -0.8022 -0.0258
N -2.7814 0.0476 -0.0357
O -2.6166 1.3073 -0.0445
O -3.8843 -0.4857 0.0892
O -0.3992 -0.1662 -0.0372
H -0.8859 1.7850 0.2188
H 1.1103 1.2642 0.0823
H -1.6936 -1.8168 -0.0463
*
```

Frontier orbital gap (spin up / spin down)   7.67 / 7.67 eV
HOMO (spin up / spin down)   -8.87 / -8.87 eV

Results of the Mulliken charge analysis, in e, for atoms 1 through 2: C -0.054; C -0.312

#Q
C2H3NO3 | ωB97M-V with the def2-TZVPD basis set

Structure (ORCA input):
```
! wB97M-V def2-TZVPD RIJCOSX def2/J DEFGRID3
* xyz 0 1
O -0.2770 -0.8664 0.0883
C -1.1213 0.0293 -0.0610
O -0.9626 1.2766 -0.4410
O -2.4274 -0.2352 0.0672
H 0.0272 1.3340 -0.3497
H -2.5289 -1.1286 -0.0358
C 2.4185 -0.1867 0.2682
N 2.4589 0.9467 0.4948
H 2.4126 -1.1696 -0.0310
*
```

Frontier orbital gap   11.83 eV
HOMO   -11.23 eV

Results of the Mulliken charge analysis, in e, for atoms 1 through 2: O -0.549; C 0.708

#R
C2H3NO3 | ωB97M-V with the def2-TZVPD basis set

Structure (ORCA input):
```
! wB97M-V def2-TZVPD RIJCOSX def2/J DEFGRID3
* xyz 0 1
C -1.1820 0.6267 -0.0197
C -0.1321 -0.1565 0.0704
O -0.1176 -1.4738 0.1533
N 1.4497 0.2801 0.1030
O 1.7475 1.4617 0.0965
O 2.2105 -0.6667 -0.0174
H -2.1179 0.2639 -0.2210
H -1.0862 1.6500 0.0858
H -0.7720 -1.9853 -0.2509
*
```

Frontier orbital gap   10.15 eV
HOMO   -10.27 eV

Results of the Mulliken charge analysis, in e, for atoms 1 through 2: C -0.896; C 0.552

Top of the stability list: #Q, leading by 395.6 kJ/mol.

#P
C2H3NO3 | ωB97M-V with the def2-TZVPD basis set

Structure (ORCA input):
```
! wB97M-V def2-TZVPD RIJCOSX def2/J DEFGRID3
* xyz 0 1
C -0.5507 -0.7322 1.3302
C -0.3119 -0.0339 0.0424
N 1.4716 -0.1000 2.4254
O -1.3391 -1.2264 2.0199
O 2.3706 0.0107 1.6036
O 1.5251 -0.4280 3.6014
H 0.7183 0.5938 0.1637
H -1.2613 0.5380 -0.2564
H -0.0929 -0.7860 -0.7759
*
```

Frontier orbital gap   7.55 eV
HOMO   -8.47 eV

Results of the Mulliken charge analysis, in e, for atoms 1 through 2: C 0.607; C -0.690

#Q
C2H3NO3 | ωB97M-V with the def2-TZVPD basis set

Structure (ORCA input):
```
! wB97M-V def2-TZVPD RIJCOSX def2/J DEFGRID3
* xyz 0 1
O 2.1795 0.3393 0.4524
C 1.2754 -0.2124 -0.1088
N 0.2108 0.4014 -0.7795
C -1.2777 -0.1885 -0.1041
O -1.2096 -1.3670 0.0438
O -1.4709 0.5342 1.1319
H 1.0912 -1.2712 0.0103
H -0.1854 0.7671 -1.6474
H -0.6133 0.9971 1.0014
*
```

Frontier orbital gap   9.03 eV
HOMO   -10.68 eV

Results of the Mulliken charge analysis, in e, for atoms 1 through 2: O -0.423; C 0.056

Top of the stability list: #Q, leading by 131.6 kJ/mol.

#P
C7H17NO | ωB97M-V with the def2-TZVPD basis set

Structure (ORCA input):
```
! wB97M-V def2-TZVPD RIJCOSX def2/J DEFGRID3
* xyz 0 1
C -0.3301 -0.9139 0.9618
C 0.8068 -1.8645 1.2119
C -2.5699 -2.3778 0.9065
C -1.5735 1.3346 0.3717
C -2.3435 0.0855 0.5057
O -3.5610 0.1374 0.6255
N -1.7314 -1.1868 0.5963
H -0.3683 -0.2935 1.8465
H 0.0042 -0.2139 0.1152
H 0.5048 -2.7285 1.6538
H 1.7540 -1.4816 1.6885
H -3.6004 -2.3106 0.5350
H -0.6020 1.2908 -0.1519
H 1.1965 -2.4585 0.0226
H -2.2289 -3.3697 0.0294
H -2.2297 -2.7304 1.7321
H -2.1585 2.0650 -0.1911
H -1.4338 1.7801 1.3478
C 2.1776 1.2690 -1.4761
C 2.9034 2.5473 -1.8907
H 2.0887 1.1735 -0.3546
H 1.0925 1.1308 -1.8676
H 2.7323 0.5501 -2.0794
H 3.9052 2.1822 -2.4155
H 2.3042 3.1865 -2.5921
H 3.2608 3.1968 -1.1311
*
```

Frontier orbital gap   9.47 eV
HOMO   -8.77 eV

Results of the Mulliken charge analysis, in e, for atoms 1 through 2: C -0.002; C -1.284

#Q
C7H17NO | ωB97M-V with the def2-TZVPD basis set

Structure (ORCA input):
```
! wB97M-V def2-TZVPD RIJCOSX def2/J DEFGRID3
* xyz 0 1
C 0.4461 -1.4753 -1.4120
C -0.6572 -0.4293 -1.6198
C -0.8644 -0.1605 -3.1188
N -1.9436 -0.7955 -1.0429
C -0.2467 0.9030 -1.0209
O 0.8774 1.3083 -0.9288
H 1.3959 -1.0842 -1.7656
H 0.5467 -1.7113 -0.3541
H 0.2126 -2.3885 -1.9559
H -1.1502 -1.0824 -3.6208
H 0.0521 0.2149 -3.5655
H -1.6572 0.5702 -3.2560
H -1.8480 -1.0072 -0.0552
H -2.3131 -1.6210 -1.5012
H -1.1145 1.5054 -0.6934
C 1.7395 -0.0982 2.0596
C 0.2993 0.2335 2.4282
C 0.1013 1.7338 2.6005
H 2.0005 0.3728 1.1144
H 2.4199 0.2678 2.8252
H 1.8794 -1.1734 1.9640
H 0.0261 -0.2819 3.3525
H -0.3681 -0.1252 1.6390
H 0.3811 2.2538 1.6875
H 0.7226 2.1075 3.4114
H -0.9374 1.9632 2.8285
*
```

Frontier orbital gap   10.63 eV
HOMO   -9.70 eV

Results of the Mulliken charge analysis, in e, for atoms 1 through 2: C -1.484; C 1.720

Top of the stability list: #Q, leading by 389.8 kJ/mol.

#P
C7H17NO | ωB97M-V with the def2-TZVPD basis set

Structure (ORCA input):
```
! wB97M-V def2-TZVPD RIJCOSX def2/J DEFGRID3
* xyz 0 1
C 1.7409 0.4616 -0.9135
C 0.5272 0.5371 0.0023
C -0.7328 1.6951 -0.5677
C -1.8996 1.2164 -1.4011
O -1.2187 2.3358 0.6059
C -0.1523 -0.7345 0.3518
C -0.5638 -1.6687 -0.7825
C 0.9618 -1.6000 1.4612
N 1.2744 -0.8608 2.6516
H 1.6583 1.1485 -1.7606
H 1.9238 -0.5413 -1.3041
H 2.6430 0.7459 -0.3596
H 0.8192 1.0637 0.9162
H -0.1648 2.4532 -1.1123
H -2.5522 2.0538 -1.6866
H -2.5434 0.5330 -0.8339
H -1.5660 0.7140 -2.3116
H -1.7822 1.7076 1.0850
H -1.0083 -0.5444 1.0080
H -1.6181 -1.5312 -1.0390
H 0.0281 -1.5201 -1.6883
H -0.4686 -2.7201 -0.4913
H 1.8705 -1.8871 0.9296
H 0.4282 -2.5147 1.7295
H 0.4469 -0.4210 3.0460
H 1.9485 -0.1220 2.4649
*
```

Frontier orbital gap   9.38 eV
HOMO   -8.47 eV

Results of the Mulliken charge analysis, in e, for atoms 1 through 2: C -1.452; C 0.453

#Q
C7H17NO | ωB97M-V with the def2-TZVPD basis set

Structure (ORCA input):
```
! wB97M-V def2-TZVPD RIJCOSX def2/J DEFGRID3
* xyz 0 1
C -0.3921 1.2550 -0.1748
C 0.6580 -0.8314 0.5065
C -1.0325 -1.3171 -0.9789
C -0.9982 1.9730 1.0236
C -0.1804 2.1967 -1.3475
C -0.0789 -1.1244 1.7841
C 1.8922 -1.6653 0.2923
N 0.7765 0.4769 0.0927
O -0.3472 -1.2379 -2.2250
H 0.5265 -1.6226 -2.1015
H 1.4588 0.5656 -0.6513
H -1.0966 0.2543 -0.5497
H -2.0826 -1.0991 -1.1830
H -1.0678 -2.3437 -0.5969
H -0.9977 1.3691 1.9269
H -2.0291 2.2569 0.8028
H -0.4387 2.8874 1.2482
H 0.1444 1.6501 -2.2342
H -1.1238 2.6833 -1.5960
H 0.5453 2.9833 -1.1161
H 0.4636 -0.7427 2.6584
H -0.1739 -2.2043 1.9035
H -1.0749 -0.6914 1.7904
H 2.6258 -1.5304 1.0960
H 2.3954 -1.4156 -0.6460
H 1.6277 -2.7258 0.2755
*
```

Frontier orbital gap   7.89 eV
HOMO   -7.09 eV

Results of the Mulliken charge analysis, in e, for atoms 1 through 2: C 1.143; C 0.756

Top of the stability list: #P, leading by 202.6 kJ/mol.

#P
C6H10OS | ωB97M-V with the def2-TZVPD basis set

Structure (ORCA input):
```
! wB97M-V def2-TZVPD RIJCOSX def2/J DEFGRID3
* xyz 0 1
C 1.8158 -1.0426 -0.9437
C 1.6011 -0.8574 0.3492
O 0.7165 0.0093 0.9634
C 0.2385 1.1126 0.2364
C 0.9748 1.9739 -0.4379
C -1.2650 1.2423 0.5101
S -2.2774 0.1415 -0.5530
C -1.8951 -1.4555 0.2058
H 2.5320 -1.8104 -1.2072
H 1.4295 -0.3611 -1.6922
H 2.1423 -1.3639 1.1362
H 2.0328 1.7690 -0.6556
H 0.4533 2.8073 -0.9055
H -1.5237 2.2860 0.3160
H -1.4280 1.0803 1.5722
H -0.9316 -1.8902 -0.0954
H -1.9572 -1.4490 1.3029
H -2.6587 -2.1919 -0.1016
*
```

Frontier orbital gap   9.47 eV
HOMO   -8.58 eV

Results of the Mulliken charge analysis, in e, for atoms 1 through 2: C -0.749; C -0.135

#Q
C6H10OS | ωB97M-V with the def2-TZVPD basis set

Structure (ORCA input):
```
! wB97M-V def2-TZVPD RIJCOSX def2/J DEFGRID3
* xyz 0 1
C -1.9008 -1.3476 -0.7165
C -0.7328 -0.4241 -0.9004
C -0.1310 0.4078 -0.0626
C -0.4433 0.6637 1.3647
S 0.7630 -0.2255 2.4398
C 1.0571 1.0314 -0.7841
C 0.8221 0.5521 -2.2211
O -0.1934 -0.4588 -2.1560
H -2.2748 -1.2894 0.3293
H -2.6952 -1.1032 -1.3848
H -1.5952 -2.3949 -0.9352
H -1.4574 0.3181 1.6033
H -0.3786 1.7288 1.5930
H 0.4773 0.3948 3.5553
H 1.0759 2.1290 -0.7173
H 2.0107 0.7158 -0.3688
H 0.4625 1.3725 -2.8581
H 1.6859 0.1074 -2.6859
*
```

Frontier orbital gap   9.10 eV
HOMO   -8.23 eV

Results of the Mulliken charge analysis, in e, for atoms 1 through 2: C -1.172; C 0.229

Top of the stability list: #Q, leading by 120.2 kJ/mol.